A 2-piece molecular cluster, CH2IO2P overall at a distorted geometry, computed with ωB97M-V with the def2-TZVPD basis set.

CARTESIAN COORDINATES (ANGSTROEM)
C -1.72 0.28 -0.02
O 2.20 0.81 0.90
O -2.27 -0.14 -1.02
P 2.36 0.34 -0.46
I 2.18 -2.17 -0.41
H -1.27 -0.45 0.76
H -1.48 1.34 0.25

## Properties
SMILES: O=PI.C=O
HOMO level (Ha): -0.3720
Orbital gap (eV): 8.50
ΔE to the lowest compared entry with this formula, charge and spin (kJ/mol): 62.6
LUMO level (eV): -1.62